(1)
Density functional theory data (ωB97M-V with the def2-TZVPD basis set) for C32H31CaCl2NO3S2Sb as an isolated structure.

Values from the calculation:
energy relative to the best compared isomer or geometry (same formula, charge and spin): 17.2 kcal per mole
Kohn-Sham gap: 5.38 eV
maximum force: 0.7 eV/Å
2S+1: 1
total charge: -1

Atoms and positions in Å:
1 Ca 0.21 -0.08 -0.43
2 Cl -2.27 -0.67 -4.92
3 C -2.96 0.03 -3.49
4 C -4.25 0.56 -3.57
5 C -4.86 1.10 -2.47
6 Cl -6.48 1.74 -2.61
7 C -4.18 1.14 -1.23
8 C -4.73 1.68 -0.04
9 C -4.00 1.67 1.11
10 C -2.70 1.13 1.08
11 N -2.15 0.63 0.00
12 C -2.87 0.61 -1.16
13 C -2.22 0.00 -2.31
14 O -1.04 -0.51 -2.21
15 H -4.77 0.54 -4.52
16 H -5.73 2.09 -0.06
17 H -4.39 2.08 2.03
18 H -2.07 1.15 1.97
19 S 1.73 1.96 0.16
20 Sb 0.58 2.66 2.64
21 C 2.58 2.34 3.37
22 C 2.85 1.25 4.20
23 C 4.13 0.99 4.67
24 C 5.18 1.83 4.31
25 C 4.93 2.93 3.50
26 C 3.64 3.18 3.04
27 C 0.00 3.24 4.77
28 C -1.37 3.30 5.02
29 C -1.90 3.55 6.29
30 C -1.04 3.71 7.36
31 C 0.34 3.64 7.16
32 C 0.84 3.41 5.88
33 C 0.75 4.77 2.12
34 C 1.21 5.17 0.87
35 C 1.30 6.52 0.54
36 C 0.93 7.49 1.46
37 C 0.46 7.11 2.70
38 C 0.37 5.76 3.03
39 H 2.04 0.60 4.51
40 H 4.32 0.14 5.31
41 H 6.19 1.63 4.67
42 H 5.74 3.60 3.22
43 H 3.46 4.03 2.39
44 H -2.07 3.17 4.19
45 H -2.97 3.60 6.43
46 H -1.43 3.89 8.36
47 H 1.02 3.77 7.99
48 H 1.92 3.38 5.74
49 H 1.50 4.41 0.15
50 H 1.67 6.80 -0.44
51 H 1.00 8.54 1.20
52 H 0.16 7.86 3.43
53 H 0.02 5.49 4.02
54 C -0.36 -3.56 -0.18
55 O -0.08 -3.20 1.19
56 C -0.12 -1.94 1.46
57 C 0.26 -1.73 2.88
58 H -1.43 -3.47 -0.37
59 H -0.04 -4.59 -0.30
60 H 0.20 -2.92 -0.86
61 H 0.52 -2.65 3.42
62 H -0.55 -1.19 3.39
63 H 1.10 -1.03 2.88
64 C 4.58 -1.84 -1.11
65 S 3.48 -0.49 -0.63
66 C 4.12 -0.33 1.02
67 O 2.17 -1.25 -0.51
68 H 4.40 -2.69 -0.46
69 H 5.62 -1.51 -1.04
70 H 4.35 -2.10 -2.14
71 H 5.16 -0.01 0.95
72 H 4.04 -1.30 1.53
73 H 3.52 0.44 1.50

Löwdin atomic charge list, values in e, 4 entries: Ca 0.98; Cl 0.65; C -0.59; C -0.15

=====

(2)
Density functional theory data (ωB97M-V with the def2-TZVPD basis set) for a 11-piece molecular cluster, C26H79N17O11 overall.

Values from the calculation:
energy relative to the best compared isomer or geometry (same formula, charge and spin): 58.9 kcal per mole
Kohn-Sham gap (spin up / spin down): 9.00 / 3.20 eV
maximum force: 9.4 eV/Å
2S+1: 2
total charge: +1

Atoms and positions in Å:
1 C -0.27 3.30 -0.50
2 C -0.22 4.46 -1.43
3 C 0.46 4.10 -2.72
4 O 1.78 3.50 -2.54
5 C 2.82 4.37 -2.58
6 N -1.51 4.99 -1.65
7 H 0.70 3.11 -0.03
8 H -0.77 2.45 -0.97
9 H -0.97 3.50 0.30
10 H 0.44 5.21 -0.98
11 H 0.50 4.92 -3.44
12 H -0.05 3.28 -3.23
13 H 3.79 3.89 -2.68
14 H 2.87 5.05 -1.73
15 H 2.74 4.99 -3.47
16 H -1.39 5.87 -2.12
17 H -1.82 5.30 -0.73
18 C 5.09 1.25 -0.77
19 C 6.58 0.91 -0.75
20 C 7.04 -0.29 -1.63
21 O 6.32 -0.23 -2.87
22 C 6.34 -1.38 -3.66
23 N 7.30 2.13 -1.09
24 H 4.41 0.42 -0.58
25 H 4.84 1.66 -1.75
26 H 4.77 2.06 -0.11
27 H 6.80 0.60 0.27
28 H 6.76 -1.19 -1.07
29 H 8.11 -0.27 -1.85
30 H 7.36 -1.40 -4.06
31 H 5.61 -1.39 -4.47
32 H 6.26 -2.28 -3.04
33 H 8.15 1.82 -1.53
34 H 6.80 2.34 -1.94
35 C -6.05 -3.76 1.56
36 C -4.56 -4.00 1.37
37 C -3.96 -4.03 -0.08
38 O -2.54 -4.15 -0.09
39 C -2.10 -4.46 -1.39
40 N -3.89 -2.91 2.00
41 H -6.44 -2.88 1.05
42 H -6.27 -3.59 2.61
43 H -6.51 -4.71 1.28
44 H -4.23 -4.85 1.97
45 H -4.46 -3.21 -0.60
46 H -4.40 -4.93 -0.52
47 H -2.81 -5.09 -1.92
48 H -1.24 -5.12 -1.44
49 H -1.93 -3.51 -1.89
50 H -2.95 -3.12 1.67
51 H -4.27 -2.17 1.42
52 C -1.73 1.91 6.18
53 C -1.76 0.60 5.31
54 C -0.83 -0.51 5.84
55 O -1.28 -0.80 7.20
56 C -0.71 -1.99 7.74
57 N -3.13 0.04 5.11
58 H -2.35 2.60 5.62
59 H -0.77 2.42 6.20
60 H -1.99 1.76 7.23
61 H -1.55 0.90 4.28
62 H 0.21 -0.18 5.84
63 H -1.09 -1.29 5.12
64 H 0.23 -1.73 8.22
65 H -0.61 -2.76 6.97
66 H -1.28 -2.46 8.55
67 H -3.50 -0.01 6.05
68 H -3.04 -0.93 4.83
69 C 0.91 0.02 -1.04
70 C -0.27 -0.99 -1.20
71 C -1.53 -0.54 -0.54
72 O -1.42 -0.49 0.87
73 C -2.46 0.27 1.53
74 N -0.53 -0.98 -2.65
75 H 0.73 0.97 -1.54
76 H 1.79 -0.42 -1.49
77 H 1.09 0.27 0.01
78 H 0.01 -1.96 -0.78
79 H -2.35 -1.20 -0.81
80 H -1.71 0.49 -0.83
81 H -3.47 0.09 1.16
82 H -2.26 1.30 1.24
83 H -2.41 0.09 2.60
84 H 0.25 -0.60 -3.18
85 H -1.30 -0.34 -2.77
86 C -6.94 1.11 -0.78
87 O -6.27 1.97 -1.28
88 N -6.77 0.58 0.44
89 N -7.94 0.63 -1.44
90 H -7.51 0.01 0.83
91 H -6.03 0.96 1.01
92 H -8.56 0.01 -0.94
93 H -8.29 1.09 -2.26
94 C 4.22 -3.66 0.43
95 O 4.77 -3.88 1.49
96 N 4.76 -3.58 -0.77
97 N 2.92 -3.57 0.27
98 H 5.77 -3.56 -0.74
99 H 4.24 -3.48 -1.63
100 H 2.54 -3.46 -0.65
101 H 2.36 -3.38 1.09
102 C 2.13 1.47 2.53
103 O 3.04 0.69 2.80
104 N 0.90 1.24 2.49
105 N 2.24 2.72 2.28
106 H 0.19 1.95 2.49
107 H 0.60 0.28 2.63
108 H 1.42 3.32 2.32
109 H 3.19 3.04 2.41
110 C -4.54 3.33 1.34
111 O -5.09 2.37 1.80
112 N -4.85 3.92 0.18
113 N -3.41 3.74 1.82
114 H -5.34 3.40 -0.54
115 H -4.28 4.75 0.08
116 H -3.06 4.55 1.32
117 H -3.23 3.62 2.80
118 C 2.27 -3.54 -3.62
119 O 3.03 -2.62 -3.29
120 N 0.98 -3.54 -3.49
121 N 2.74 -4.66 -4.06
122 H 0.49 -2.73 -3.15
123 H 0.57 -4.38 -3.87
124 H 2.03 -5.28 -4.42
125 H 3.75 -4.75 -4.12
126 C 2.30 0.39 -4.70
127 O 1.19 -0.12 -4.85
128 N 3.47 -0.15 -4.43
129 N 2.44 1.63 -4.79
130 H 4.32 0.34 -4.18
131 H 3.30 -1.13 -4.27
132 H 1.67 2.25 -4.59
133 H 3.34 1.98 -4.48

Löwdin atomic charge list, values in e, 4 entries: C -0.06; C -0.49; C -0.15; O -0.22

=====

(3)
Density functional theory data (ωB97M-V with the def2-TZVPD basis set) for an isolated ion of composition C5H12NS and charge +1.

Values from the calculation:
energy relative to the best compared isomer or geometry (same formula, charge and spin): 34.4 kcal per mole
Kohn-Sham gap: 10.17 eV
structure (SMILES): CC1(C)CSC[NH2+]1
maximum force: 4.2 eV/Å
2S+1: 1
total charge: +1

Atoms and positions in Å:
1 C 0.94 -1.40 -0.50
2 C -0.17 -0.39 0.04
3 C -1.48 -0.97 -0.27
4 C 0.04 -0.08 1.53
5 S -0.04 1.78 1.75
6 C 0.63 2.06 0.05
7 N 0.02 1.05 -0.83
8 H 1.14 -1.35 -1.55
9 H 0.88 -2.49 -0.44
10 H 1.81 -1.09 0.04
11 H -1.48 -1.21 -1.34
12 H -2.41 -0.28 0.06
13 H -1.59 -1.83 0.29
14 H -0.73 -0.42 2.23
15 H 0.93 -0.52 1.78
16 H 1.70 1.87 0.16
17 H 0.21 3.11 -0.10
18 H -0.93 1.32 -1.22
19 H 0.52 0.84 -1.67

Löwdin atomic charge list, values in e, 4 entries: C 0.00; C -0.46; C -0.06; C -0.36